106
Properties=species:S:1:pos:R:3:forces:R:3:lowdin_spin:R:1 method="wB97M-V/def2-TZVPD" s_squared=3.754 lumo_energy_ev="-3.9 / -4.0" relative_energy_ev=0.000 e_homo_ev="-11.025 / -11.025" charge=+1 spin_multiplicity=4 gap_ev="7.112 / 7.072"
V -1.0375 1.8162 -2.3560 0.6 -0.3 1.6 2.85
C -0.5268 -1.3093 0.4169 0.0 0.0 0.0 0.00
F 0.0858 -1.7220 -0.6782 0.1 -0.1 -0.1 0.00
F -1.7095 -1.9022 0.5108 -0.2 0.1 -0.1 0.00
F 0.1670 -1.5951 1.4904 0.1 0.0 0.0 0.00
S -0.8102 0.5411 0.2915 0.2 1.3 -0.2 0.01
O -2.0701 0.7412 -0.4160 0.2 -0.2 -1.0 0.01
O -0.6964 1.0336 1.6223 -0.1 -0.2 -0.1 0.00
N 0.2886 1.2341 -0.7540 -0.8 -1.6 1.1 0.01
S 1.7349 1.2685 0.0150 0.7 1.1 -0.2 0.00
O 1.8634 2.4927 0.7424 0.1 -0.1 -0.2 0.00
O 2.0625 0.0196 0.6167 -0.2 0.0 -0.1 0.00
C 2.8445 1.4616 -1.4456 0.2 0.5 0.1 0.00
F 4.0758 1.7179 -1.0185 -0.4 -0.3 -0.2 0.00
F 2.8304 0.3797 -2.2208 0.1 0.2 0.1 0.00
F 2.4185 2.5154 -2.1745 0.1 -0.3 0.1 0.00
C -0.1165 -0.7552 4.7881 0.1 -0.3 -0.6 0.00
C -0.6059 -1.7864 5.7743 0.0 -0.1 -0.3 0.00
O -1.9925 -1.5564 5.9729 -0.3 0.1 0.2 0.00
H -0.7890 -0.7165 3.9260 -0.2 0.2 0.3 0.00
H 0.8356 -1.0453 4.3382 0.2 0.1 0.4 0.00
H -0.0372 0.2180 5.2661 0.0 0.1 -0.2 0.00
H -0.0537 -1.6844 6.7130 0.0 -0.2 0.0 0.00
H -0.4899 -2.7998 5.3736 0.3 0.0 0.1 0.00
H -2.3147 -2.2081 6.6016 -0.1 0.0 0.1 0.00
C -1.2802 5.7881 -1.6915 -0.2 0.1 0.3 0.00
C -1.1072 4.6795 -0.6810 0.0 -0.4 0.2 0.00
O -1.7231 3.4254 -1.1400 0.4 0.4 -0.4 0.03
H -0.9306 5.5090 -2.6857 0.0 -0.1 0.0 0.00
H -0.7211 6.6664 -1.3660 0.1 0.0 0.0 0.00
H -2.3269 6.0894 -1.7538 0.0 -0.1 -0.1 0.00
H -1.5726 4.9200 0.2762 -0.1 0.1 -0.1 0.00
H -0.0620 4.4805 -0.4339 0.0 -0.2 -0.3 0.00
H -2.5418 3.2335 -0.6303 -0.1 -0.1 -0.2 0.00
C 3.2432 -2.8127 -1.2900 -0.1 0.8 -0.6 0.00
C 2.8643 -3.2150 0.1060 -0.6 -0.4 0.2 0.00
O 1.8059 -4.1865 -0.0187 0.1 0.1 -0.1 0.00
H 3.2168 -3.6627 -1.9701 0.3 -0.1 0.1 0.00
H 4.2059 -2.2987 -1.3459 0.1 -0.3 0.1 0.00
H 2.5346 -2.0781 -1.6941 -0.1 -0.2 0.1 0.00
H 2.4811 -2.3699 0.6754 0.3 0.2 0.0 0.00
H 3.7201 -3.6348 0.6414 -0.1 -0.1 0.0 0.00
H 1.2542 -4.1879 0.7704 0.1 0.0 0.1 0.00
C -1.0510 -2.7365 -3.5267 -0.2 -0.4 0.4 0.00
C -0.5016 -1.4301 -4.0019 0.9 -0.1 -0.4 0.00
O -1.0221 -0.2896 -3.2461 -0.5 0.8 -0.5 0.03
H -0.5538 -3.5325 -4.0853 -0.2 0.0 -0.1 0.00
H -2.1338 -2.8006 -3.6464 0.0 0.0 -0.2 0.00
H -0.8475 -2.9433 -2.4763 0.2 0.2 0.0 0.00
H -0.7136 -1.2732 -5.0638 -0.3 0.1 0.1 0.00
H 0.5904 -1.4200 -3.9682 -0.1 0.2 0.5 0.00
H -1.7854 -0.0248 -3.7795 -0.2 -0.4 0.2 0.00
C -6.1567 2.3458 -1.6305 0.0 0.5 0.2 0.00
C -5.2639 1.9826 -0.4629 -0.2 -0.5 0.0 0.00
O -4.2540 2.9660 -0.2219 0.2 0.2 0.1 0.00
H -5.6030 2.3678 -2.5691 0.0 -0.2 0.0 0.00
H -6.5605 3.3526 -1.4888 -0.1 -0.1 0.0 0.00
H -6.9955 1.6541 -1.6899 0.0 -0.1 -0.1 0.00
H -4.7610 1.0336 -0.6504 0.2 0.2 0.0 0.00
H -5.8442 1.8257 0.4496 0.0 0.1 0.0 0.00
H -4.6497 3.6828 0.2838 0.0 0.0 0.0 0.00
C 4.0681 1.0235 4.7954 0.7 -0.1 -0.3 0.00
C 3.2611 1.8615 3.8539 -0.4 -0.1 -1.0 0.00
O 4.0130 1.9836 2.6233 0.2 -0.1 0.4 0.00
H 3.5960 0.9155 5.7663 0.0 0.1 0.1 0.00
H 5.0666 1.4668 4.8672 -0.1 0.0 0.4 0.00
H 4.2355 0.0325 4.3663 -0.2 0.0 0.0 0.00
H 3.0345 2.8571 4.2397 0.1 0.0 0.2 0.00
H 2.3127 1.3621 3.6104 0.0 0.1 0.1 0.00
H 3.6816 2.7369 2.1273 -0.1 -0.1 0.0 0.00
C -1.4947 -5.3076 -0.1309 -0.4 0.0 -0.2 0.00
C -2.3370 -5.2138 1.1082 0.1 0.6 1.0 0.00
O -1.4296 -4.8829 2.1781 0.1 0.1 -0.1 0.00
H -0.6159 -5.8992 0.1184 0.0 -0.2 -0.3 0.00
H -1.1613 -4.3227 -0.4582 0.1 0.0 0.1 0.00
H -2.0733 -5.7444 -0.9468 0.2 -0.2 0.0 0.00
H -2.8470 -6.1425 1.3738 0.0 -0.1 -0.3 0.00
H -3.0919 -4.4219 1.0658 0.0 -0.1 -0.3 0.00
H -1.8959 -4.3920 2.8596 -0.1 -0.1 0.0 0.00
C -4.9077 -2.6074 -0.0215 0.4 -0.3 -0.4 0.00
C -4.9150 -1.5882 1.0882 -0.2 -0.1 0.0 0.00
O -6.2004 -1.7011 1.6898 0.0 0.2 0.1 0.00
H -5.1043 -3.6106 0.3549 -0.3 0.1 0.1 0.00
H -3.9517 -2.6847 -0.5490 0.0 0.3 0.1 0.00
H -5.6631 -2.3424 -0.7615 -0.1 -0.1 0.1 0.00
H -4.7764 -0.5893 0.6600 0.1 0.0 0.2 0.00
H -4.1304 -1.7655 1.8300 0.1 0.0 -0.1 0.00
H -6.2224 -1.1847 2.5009 0.0 0.0 0.0 0.00
C 6.9900 1.0413 0.4245 -0.4 0.7 -0.1 0.00
C 7.1574 2.3222 1.2485 -0.2 -0.3 0.1 0.00
O 7.0008 2.1267 2.6436 0.2 -0.1 -0.1 0.00
H 7.6282 0.2406 0.7864 0.2 0.0 -0.1 0.00
H 7.2090 1.3069 -0.6159 0.2 -0.3 0.0 0.00
H 5.9519 0.7022 0.4485 0.0 -0.1 0.1 0.00
H 6.4472 3.0861 0.8975 0.1 -0.1 -0.1 0.00
H 8.1591 2.7246 1.0946 0.0 0.0 0.1 0.00
H 6.0950 1.8275 2.7994 -0.1 0.1 -0.1 0.00
C 0.4136 1.5455 -6.0895 -0.3 0.7 0.1 0.00
C 1.0654 1.8090 -4.7403 -0.1 -0.1 -0.3 0.00
O 0.2299 2.6518 -3.8753 -0.2 -0.4 -0.2 0.04
H 1.1835 1.4018 -6.8444 -0.1 -0.4 0.0 0.00
H -0.1506 2.4235 -6.4285 0.2 0.0 0.1 0.00
H -0.3146 0.7371 -6.0623 0.2 -0.2 -0.1 0.00
H 2.0183 2.3166 -4.8731 0.0 0.0 0.2 0.00
H 1.2374 0.8849 -4.1962 0.0 0.1 0.1 0.00
H 0.3165 3.5481 -4.2173 -0.2 0.1 0.3 0.00

---

18
Properties=species:S:1:pos:R:3:forces:R:3:lowdin_charge:R:1 method="wB97M-V/def2-TZVPD" lumo_energy_ev=1.2 smiles="[H]/N=N/C.C/C=C/N" relative_energy_ev=3.089 e_homo_ev=-7.860 spin_multiplicity=1 gap_ev=9.017
H 0.6124 -0.9876 1.5440 0.1 -0.2 -0.3 0.05
N 1.1407 -0.2355 1.0842 1.3 0.1 -0.5 0.05
N 1.9191 -0.7301 0.2462 -1.2 -0.5 1.3 -0.13
C 2.7452 0.2296 -0.4287 0.3 0.6 -0.2 -0.15
H 3.7318 0.1889 0.0392 0.0 0.0 -0.1 0.08
H 2.8590 -0.0813 -1.4677 0.0 0.1 0.0 0.07
H 2.3581 1.2518 -0.3553 0.0 -0.1 0.0 0.07
C -1.5146 1.7408 0.0804 0.1 -0.1 0.0 -0.12
C -1.0742 0.3635 -0.2844 -0.7 -0.1 -0.3 -0.23
C -1.6224 -0.7519 0.1923 0.0 0.4 -0.1 -0.27
N -1.1673 -2.0369 -0.0768 0.1 -0.3 0.1 0.03
H -0.7243 2.2627 0.6191 0.0 0.1 0.1 0.06
H -2.4015 1.7109 0.7084 -0.1 0.1 0.1 0.07
H -1.7386 2.3166 -0.8178 -0.1 0.1 0.0 0.07
H -0.3031 0.2965 -1.0416 0.1 -0.1 0.0 0.09
H -2.4184 -0.7105 0.9256 -0.1 0.1 0.0 0.11
H -1.8844 -2.7440 -0.1211 0.1 0.0 -0.1 0.08
H -0.5175 -2.0837 -0.8460 0.0 -0.1 0.0 0.08

---

47
Properties=species:S:1:pos:R:3:forces:R:3:lowdin_charge:R:1 method="wB97M-V/def2-TZVPD" lumo_energy_ev=-2.7 relative_energy_ev=3.407 e_homo_ev=-11.175 charge=+1 spin_multiplicity=1 gap_ev=8.426
N 2.1850 -0.7892 2.6102 5.8 0.8 -0.6 0.02
C 1.1787 -1.4523 1.8741 -2.5 0.3 0.1 -0.46
C 0.4992 -2.6357 2.6056 5.3 0.5 1.9 -0.53
S 1.2544 -4.2741 2.5300 0.6 -1.1 -1.0 0.71
C 0.0002 -0.4232 1.9035 -1.6 1.6 -0.4 -0.11
N 0.2981 0.8987 1.1479 -1.8 -0.9 -0.6 0.15
H 3.1933 -0.9061 2.2052 -2.6 0.3 0.3 0.13
H -3.5461 2.5010 -2.6302 -1.6 -1.3 -3.2 0.02
H 2.4569 -0.9299 3.5854 -1.5 -0.5 -0.1 0.09
H 1.5311 -1.6303 0.8357 -0.4 -0.1 0.7 0.11
H 0.9354 -2.4459 3.6573 -2.0 0.1 -1.1 0.08
H -0.5195 -2.6060 2.5286 -2.5 -0.4 -0.1 0.03
H 2.0360 -4.3215 1.3908 -0.9 0.5 0.5 -0.13
H -0.2154 -0.0721 2.9756 0.3 -0.8 -1.5 0.15
H -0.9902 -0.6510 1.3918 1.3 -0.8 0.9 0.13
H 0.5119 1.6252 1.8083 0.5 0.5 0.2 0.11
H -0.6189 1.1744 0.6122 2.4 -0.3 0.7 0.13
H 2.1615 1.1054 -3.2787 0.7 0.0 0.0 0.03
H 2.6376 1.3630 -1.7480 0.3 -0.2 -0.8 0.02
O 1.9100 1.2713 -2.3733 -1.0 0.1 0.8 -0.05
H -0.3122 -1.9523 -4.1627 -0.2 2.9 0.3 0.10
H -0.6073 -0.6365 -4.9423 0.0 0.1 0.1 0.04
O -0.3740 -0.9258 -4.0512 0.2 -3.0 -0.3 -0.09
H -1.7701 3.2182 -0.8900 0.4 0.5 -0.2 0.01
H -3.4916 2.3553 -1.1958 -0.4 -0.1 0.1 0.02
O -3.1302 2.8855 -1.9258 1.6 1.4 3.0 -0.02
H -3.2775 0.0327 -0.7012 -1.3 1.1 -0.2 0.01
H -4.8112 0.1775 -0.3722 1.8 1.6 -1.0 0.11
O -4.0388 0.7046 -0.7917 -1.0 -2.2 1.4 -0.14
H 2.0106 -2.0938 -1.9727 1.9 0.8 2.8 0.11
H 3.2799 -1.5754 -0.9010 -1.6 -0.5 -0.8 -0.01
O 2.3606 -1.9162 -1.0120 -1.0 -0.7 -2.0 -0.13
H -1.4262 3.2017 3.8824 -1.3 1.4 2.3 0.01
H -1.6557 2.8740 2.4186 -0.4 0.3 -0.3 0.03
O -1.0638 2.7796 3.1591 1.8 -1.8 -2.2 -0.01
H 1.0215 0.7443 0.4345 -0.3 0.4 0.3 0.14
H -0.4457 3.8193 -0.3504 1.0 1.8 -0.2 0.04
O -1.0001 3.0801 -0.3135 -1.2 -1.3 0.9 -0.03
H -0.8056 0.2285 -1.9231 0.2 -0.1 -0.1 0.05
H -1.6263 1.3910 -1.4754 -1.5 2.1 -1.1 -0.02
O -1.0621 0.7438 -1.1498 1.3 -2.9 0.5 -0.04
H 5.0421 0.5099 -0.4755 -1.4 -1.7 0.4 0.10
H 4.6360 -0.7750 -1.3897 -0.7 2.3 4.0 0.17
O 4.3851 -0.2679 -0.4155 2.8 -0.1 -4.5 -0.17
H -2.1533 -1.8878 -1.0837 0.3 0.2 0.4 0.06
H -3.6070 -1.9184 -1.3662 0.4 0.5 1.2 0.10
O -2.9765 -1.5987 -0.6651 -0.3 -1.5 -1.6 -0.06

---

49
Properties=species:S:1:pos:R:3:forces:R:3:lowdin_charge:R:1 method="wB97M-V/def2-TZVPD" lumo_energy_ev="-0.2 / -0.2" e_homo_ev="-5.213 / -5.214" spin_multiplicity=1 gap_ev="4.985 / 4.987"
C -1.1765 -1.5280 3.6042 1.1 1.5 -0.8 -0.06
C -1.0339 -1.9451 2.2551 2.0 -1.7 -0.7 -0.20
C 0.4056 -2.1140 1.9657 -1.9 -0.2 -1.0 -0.19
H -1.8693 -2.2933 1.5874 1.1 0.6 1.0 0.10
C 1.1534 -1.5126 3.0986 -2.6 -0.2 -0.4 -0.21
C 0.1953 -1.0897 4.1681 0.1 -5.7 -0.6 -0.39
H 0.5656 -1.4843 5.1828 -0.9 0.9 -1.1 0.11
H -2.0974 -1.0890 3.9657 0.0 -0.2 0.4 0.09
H 0.8484 -2.7194 1.1016 -0.7 1.2 1.4 0.12
H 2.1692 -1.6778 3.2690 1.3 0.0 0.2 0.08
Al 0.2370 0.0881 2.2081 -0.4 -2.0 0.6 -0.27
Cl 1.8728 1.3217 2.3102 1.5 2.0 -0.3 0.46
P -0.0032 0.3277 -0.1760 -0.1 0.0 -0.3 1.06
C 1.2448 -0.7367 -1.0137 0.1 0.1 0.0 -0.35
C 0.9271 -1.4415 -2.1878 0.3 0.1 0.3 -0.09
H -0.0876 -1.4101 -2.5963 0.4 0.0 0.1 0.11
C 1.9251 -2.1803 -2.8307 0.2 0.1 0.2 -0.08
H 1.6740 -2.7294 -3.7391 0.1 0.1 0.2 0.11
C 3.2302 -2.2096 -2.3196 -0.2 0.1 0.1 -0.08
H 4.0052 -2.7910 -2.8309 -0.3 0.2 0.2 0.11
C 3.5460 -1.4922 -1.1569 -0.2 0.0 -0.2 -0.07
H 4.5637 -1.5035 -0.7581 -0.4 0.0 -0.2 0.11
C 2.5581 -0.7539 -0.5039 -0.2 -0.1 -0.2 -0.09
H 2.7981 -0.1841 0.3991 -0.1 -0.3 -0.3 0.06
C -1.6095 -0.1506 -0.8898 -0.1 0.0 0.0 -0.34
C -2.0427 -1.4897 -0.8083 -0.1 0.4 -0.1 -0.12
H -1.3931 -2.2647 -0.3850 -0.2 0.4 -0.3 0.10
C -3.3169 -1.8217 -1.2644 0.0 0.3 -0.2 -0.07
H -3.6563 -2.8571 -1.1959 0.1 0.3 -0.1 0.11
C -4.1475 -0.8326 -1.8143 0.2 0.1 0.1 -0.07
H -5.1443 -1.0968 -2.1805 0.4 0.1 0.1 0.11
C -3.7062 0.4958 -1.8958 -0.1 -0.2 0.0 -0.08
H -4.3429 1.2724 -2.3205 0.1 -0.3 0.1 0.11
C -2.4410 0.8471 -1.4282 0.1 -0.5 0.1 -0.07
H -2.0808 1.8784 -1.4873 -0.2 -0.4 0.0 0.10
C 0.3414 1.9965 -0.8522 -0.1 -0.2 0.1 -0.37
C 0.8608 2.0957 -2.1527 -0.2 0.4 0.4 -0.07
H 1.1022 1.1888 -2.7181 -0.1 0.5 0.2 0.11
C 1.0602 3.3613 -2.6994 -0.1 0.1 0.2 -0.07
H 1.4561 3.4360 -3.7105 -0.1 0.1 0.2 0.11
C 0.7548 4.5093 -1.9521 0.0 -0.2 0.0 -0.07
H 0.9165 5.4979 -2.3947 -0.1 -0.4 0.2 0.11
C 0.2470 4.3944 -0.6503 0.0 0.0 -0.2 -0.07
H 0.0130 5.2876 -0.0701 0.1 -0.2 -0.2 0.11
C 0.0290 3.1366 -0.0877 0.3 -0.3 -0.6 -0.11
H -0.3499 3.0346 0.9344 0.1 0.0 -0.4 0.09
Se -0.0673 0.2173 7.1859 -0.2 -0.1 1.7 0.81
C -0.0841 0.5610 5.5543 -0.1 1.6 -5.5 -0.79
N -0.0500 0.4504 4.2805 0.0 2.2 5.4 -0.02